# 1
Below is a molecular structure, C11H15NOsP at a distorted geometry, with properties calculated with wB97M-V/def2-TZVPD.

XYZ file:
```
29
Properties=species:S:1:pos:R:3
C 0.295 0.610 -1.902
C 0.070 -0.085 -3.073
C -0.253 -1.461 -3.117
C -0.355 -2.315 -1.993
C -0.181 -1.888 -0.692
Os 0.000 0.000 0.000
P 0.138 2.292 0.749
H 0.638 1.647 -2.052
H 0.199 0.430 -4.034
H -0.373 -1.918 -4.107
H -0.190 -2.700 0.054
H -0.527 -3.381 -2.188
H -0.946 2.833 1.485
H 0.276 3.282 -0.255
H 1.210 2.655 1.602
C -0.888 -1.595 6.137
C -0.684 -1.273 4.687
C 0.168 -0.231 4.339
C 0.346 0.093 2.999
N -0.290 -0.594 2.000
C -1.111 -1.639 2.327
C -1.328 -1.988 3.669
H 0.084 -1.869 6.600
H -1.292 -0.700 6.660
H -1.600 -2.434 6.273
H 0.694 0.334 5.100
H 1.032 0.884 2.783
H -1.646 -2.183 1.566
H -2.002 -2.801 3.911
```

Summary:
- Energy relative to the best compared isomer or geometry (same formula, charge and spin): 0.000 eV
- ⟨S²⟩: 6.021
- Highest occupied orbital energy (alpha / beta): -10.179 / -12.152 eV
- Charge: +1
- HOMO-LUMO gap (alpha / beta): 0.252 / 0.245 Eh
- Spin multiplicity: 5

***

# 2
Below is a molecular structure, C11H15OP at a distorted geometry, with properties calculated with wB97M-V/def2-TZVPD.

XYZ file:
```
28
Properties=species:S:1:pos:R:3
C 0.786 0.287 1.389
C 1.394 -0.724 -1.277
C -2.366 0.088 -0.117
C 2.027 -0.052 0.996
C -1.555 0.804 0.658
C 0.100 -0.525 -1.103
C 2.358 0.103 -0.410
C -0.104 0.805 0.415
C 2.879 -0.873 1.914
C -1.936 1.593 1.823
C -1.788 -0.337 -3.096
O -1.986 -2.382 -1.243
P -1.619 -0.954 -1.376
H 0.398 -0.172 2.308
H 1.584 -1.532 -1.886
H -3.426 0.123 0.152
H 3.355 -0.158 -0.599
H 2.002 1.061 -0.836
H 0.226 1.502 -0.325
H 2.476 -1.923 2.050
H 2.755 -0.446 2.916
H 3.988 -0.680 1.728
H -1.220 1.314 2.544
H -2.925 1.326 2.316
H -1.879 2.584 1.404
H -1.164 -1.022 -3.649
H -2.742 -0.506 -3.441
H -1.616 0.694 -3.256
```

Summary:
- Energy relative to the best compared isomer or geometry (same formula, charge and spin): 1.814 eV
- Highest occupied orbital energy: -8.238 eV
- HOMO-LUMO gap: 0.329 Eh

***

> Which formula does entry 1 have?

C11H15NOsP